Model i:
A cluster of 2 separate species, C7H18 in total, computed with ωB97M-V with the def2-TZVPD basis set.

Geometry (Å):
C (0.26035, 1.26705, 1.22608)
C (1.10876, -2.07388, -1.56569)
C (0.78180, 0.36078, 2.33129)
C (-1.35347, -1.75366, -2.13711)
C (-1.22926, 0.99452, 0.89486)
C (0.51054, 2.74743, 1.53597)
C (0.04010, -1.21268, -2.25346)
H (-1.40859, 1.52157, -0.04000)
H (-1.62510, -2.61352, -2.74686)
H (-1.56483, -2.06166, -1.11062)
H (1.57358, 2.99513, 1.59709)
H (0.11381, 3.34952, 0.72027)
H (0.33495, -1.10256, -3.29062)
H (-1.86651, 1.44343, 1.66001)
H (1.24415, 0.90482, 3.15641)
H (0.66020, -3.00990, -1.21968)
H (-0.01464, -0.22095, 2.80586)
H (-2.07908, -1.00510, -2.43752)
H (0.10414, 2.99355, 2.52053)
H (0.08316, -0.17238, -1.92242)
H (-1.32312, -0.08327, 0.92157)
H (1.56458, -1.64279, -0.67508)
H (0.74246, 1.14060, 0.28610)
H (1.87149, -2.35417, -2.25849)
H (1.47053, -0.41187, 2.00151)

Values from the calculation:
2S+1 = 1
SMILES = CC(C)C.CCC
Kohn-Sham gap = 12.050 eV

Löwdin atomic charge list, values in e, 8 entries: atom 1 (C): -0.488, atom 2 (C): -0.105, atom 3 (C): -0.081, atom 4 (C): -0.138, atom 5 (C): -0.079, atom 6 (C): -0.096, atom 7 (C): -0.318, atom 8 (H): 0.073


Model ii:
A cluster of 2 separate species, C7H18 in total, computed with ωB97M-V with the def2-TZVPD basis set.

Geometry (Å):
C (-0.78639, 0.33733, -2.54590)
C (2.59242, 0.46083, 0.89316)
C (-1.13637, 0.32077, -1.01833)
C (-1.26746, -1.14478, -0.57459)
C (1.10050, -0.50995, 2.77543)
C (-2.35783, 1.19321, -0.99522)
C (1.82368, -0.67680, 1.39979)
H (2.47641, 0.58322, -0.16593)
H (-3.19423, 0.81856, -1.66751)
H (0.46509, -1.39532, 3.07169)
H (-1.64527, -1.19299, 0.44974)
H (1.89973, -0.19728, 3.37540)
H (-2.21522, 2.29530, -1.10884)
H (0.01343, -0.38360, -2.74895)
H (2.10270, 1.34123, 1.42637)
H (-2.77454, 1.06452, -0.02440)
H (2.60647, -1.48617, 1.32700)
H (-0.26565, -1.58321, -0.41857)
H (-1.87453, -1.77537, -1.36909)
H (0.24654, 0.28758, 2.62322)
H (3.70572, 0.43333, 1.11149)
H (-0.39659, 0.93635, -0.34030)
H (1.05204, -0.96898, 0.80607)
H (-1.62477, 0.01896, -3.13077)
H (-0.38872, 1.32012, -2.82264)

Values from the calculation:
2S+1 = 1
SMILES = CC(C)C.CCC
Kohn-Sham gap = 11.721 eV

Löwdin atomic charge list, values in e, 8 entries: atom 1 (C): -0.106, atom 2 (C): -0.147, atom 3 (C): -0.491, atom 4 (C): -0.094, atom 5 (C): -0.098, atom 6 (C): -0.139, atom 7 (C): -0.366, atom 8 (H): 0.057


Which is most stable, and by how much? model i, by 0.0454 hartree.


Model i:
A cluster of 4 separate species, C6H19NO4 in total, computed with ωB97M-V with the def2-TZVPD basis set.

Geometry (Å):
O (1.18083, -3.81245, -1.93881)
O (3.76883, 2.08192, 0.61430)
O (-1.04654, 1.05188, 3.15545)
O (2.72784, -0.17504, 1.44362)
N (0.33561, 0.34737, 0.25814)
C (-1.11939, 1.45776, 1.79246)
C (-2.09484, 0.57121, -0.34958)
C (-1.02557, 0.26294, 0.78884)
C (-0.76237, 0.14446, -2.50185)
C (-2.50189, -1.52682, -1.78758)
C (-1.87372, -0.36471, -1.63073)
H (0.17347, -0.21522, -2.06103)
H (-0.71719, 1.21474, -2.62603)
H (0.78821, -3.01303, -2.32321)
H (-2.26136, -2.11525, -2.68987)
H (-0.21147, 1.99560, 1.57348)
H (-1.30619, -0.74651, 1.13848)
H (3.40156, 0.37329, 1.85924)
H (1.96879, -3.31049, -1.65726)
H (-0.20493, 0.63176, 3.36689)
H (-2.09102, 1.56958, -0.78575)
H (0.38534, 1.20697, -0.30976)
H (-0.79497, -0.32853, -3.46592)
H (3.33259, 2.84734, 0.23686)
H (4.01883, 1.45927, -0.07227)
H (0.89493, -0.44079, -0.00079)
H (-3.01792, 0.54572, 0.23211)
H (-2.11191, 1.83577, 1.72914)
H (1.88891, 0.13488, 1.85109)
H (-3.03354, -2.20912, -1.10529)

Values from the calculation:
2S+1 = 1
SMILES = C=C(C)C[C@@H](N)CO.O.O.O
Kohn-Sham gap = 8.940 eV

Löwdin atomic charge list, values in e, 8 entries: atom 1 (O): -0.067, atom 2 (O): -0.058, atom 3 (O): -0.070, atom 4 (O): -0.105, atom 5 (N): 0.005, atom 6 (C): -0.210, atom 7 (C): -0.121, atom 8 (C): -0.323


Model ii:
A cluster of 4 separate species, C6H19NO4 in total, computed with ωB97M-V with the def2-TZVPD basis set.

Geometry (Å):
O (-0.26832, 1.08298, -2.40514)
O (-0.53802, -2.17653, -1.27631)
O (-2.21027, -1.55610, 0.88063)
O (3.28905, -0.31764, -1.87283)
N (-1.10215, 0.40687, 0.31021)
C (1.28869, 0.61029, 1.19610)
C (-3.05986, -0.19885, -0.95801)
C (-0.19228, 0.34423, 1.46677)
C (2.03629, 0.09859, 2.44041)
C (-2.09896, -0.51765, 0.26583)
C (1.62154, 2.12443, 1.05770)
H (-0.27570, -0.65776, 1.91687)
H (-1.42295, -2.52666, -1.26897)
H (0.65810, 0.78015, -2.41064)
H (-3.75141, -1.00064, -1.22990)
H (-0.09266, -1.88227, -0.48270)
H (1.89630, -0.98450, 2.35122)
H (1.73518, 0.24863, 0.28152)
H (2.54801, 2.38372, 0.56075)
H (-0.67359, 0.62140, -0.57910)
H (2.63895, 0.31694, -1.54964)
H (-3.74048, 0.53143, -0.53560)
H (-0.01330, 2.01521, -2.52354)
H (3.10746, 0.20148, 2.50071)
H (1.66959, 0.42824, 3.43273)
H (-0.48784, 1.20227, 2.13450)
H (0.83557, 2.61763, 0.51657)
H (3.63921, -0.61099, -1.01828)
H (1.69732, 2.51699, 2.07867)
H (-2.42890, 0.10920, -1.81266)

Values from the calculation:
2S+1 = 1
SMILES = CC(=O)NCC(C)C.O.O.O
Kohn-Sham gap = 9.718 eV

Löwdin atomic charge list, values in e, 8 entries: atom 1 (O): -0.044, atom 2 (O): -0.038, atom 3 (O): 0.042, atom 4 (O): -0.046, atom 5 (N): 0.047, atom 6 (C): -0.408, atom 7 (C): 0.002, atom 8 (C): -0.156


Model iii:
A cluster of 4 separate species, C6H19NO4 in total, computed with ωB97M-V with the def2-TZVPD basis set.

Geometry (Å):
O (2.80324, 0.20601, 1.65587)
O (1.38974, -1.57223, -2.66705)
O (1.00622, 0.94076, -1.72411)
O (2.60285, 2.68807, 0.30207)
N (-0.43443, 2.59782, 0.44346)
C (-1.80619, 0.47614, 0.60938)
C (-1.88478, -1.02099, 0.45399)
C (-0.54014, 1.13097, 0.13346)
C (-1.25644, -2.02288, 1.06312)
C (-1.53285, -3.46680, 0.68716)
C (-0.30199, 0.98885, -1.37169)
H (-2.50911, -1.24154, -0.39318)
H (-0.38061, -2.10365, 1.77628)
H (1.49105, -1.51404, -3.65193)
H (-1.83650, 0.86674, 1.65823)
H (0.40034, 0.63603, 0.60147)
H (1.77504, 2.51851, -0.24584)
H (3.33895, 0.16847, 2.40375)
H (-1.25277, 2.98206, 0.47160)
H (1.42847, 1.80907, -1.78750)
H (-0.87532, 1.77689, -1.96463)
H (-2.48139, 0.73484, -0.12534)
H (-0.05757, 2.73552, 1.44662)
H (-2.42529, -3.84722, 0.47616)
H (2.59530, -0.71269, 1.42588)
H (-1.23205, -4.08451, 1.51000)
H (2.22743, 2.62810, 1.21868)
H (-0.73975, -0.00876, -1.85562)
H (1.21022, -0.74671, -2.35611)
H (-0.72164, -3.54282, -0.19418)

Values from the calculation:
2S+1 = 1
SMILES = C/C=C/C[C@H](N)CO.O.O.O
Kohn-Sham gap = 9.655 eV

Löwdin atomic charge list, values in e, 8 entries: atom 1 (O): -0.031, atom 2 (O): -0.041, atom 3 (O): -0.071, atom 4 (O): -0.109, atom 5 (N): 0.061, atom 6 (C): -0.171, atom 7 (C): -0.131, atom 8 (C): -0.374


Which is most stable, and by how much? model ii, by 0.0651 hartree.


Model i:
A structure of composition BrHf, computed with ωB97M-V with the def2-TZVPD basis set.

Geometry (Å):
Hf (34.46546, 15.23427, 6.98168)
Br (32.37064, 15.72278, 6.82291)

Values from the calculation:
2S+1 = 1
Net charge = +3
Kohn-Sham gap = 9.930 eV

Quick look at the Löwdin charges, all values in e: atom 1 (Hf): 2.064, atom 2 (Br): 0.936


Model ii:
A structure of composition BrHf, computed with ωB97M-V with the def2-TZVPD basis set.

Geometry (Å):
Hf (-0.67238, -0.29243, -1.17700)
Br (0.67238, 0.29243, 1.17700)

Values from the calculation:
2S+1 = 1
Net charge = +3
Kohn-Sham gap = 6.643 eV

Quick look at the Löwdin charges, all values in e: atom 1 (Hf): 2.355, atom 2 (Br): 0.645


Which is most stable, and by how much? model i, by 0.0604 hartree.


Model i:
An isolated molecule of C2H7N5O, computed with ωB97M-V with the def2-TZVPD basis set.

Geometry (Å):
O (-2.23945, 0.85445, -0.49188)
N (-0.92881, -1.33999, -1.36855)
N (1.97138, 0.94622, 1.62964)
N (-0.13421, -1.32953, -0.25793)
N (1.32737, -0.19501, 1.10724)
N (0.05153, 1.09479, -0.36379)
C (0.34118, -0.06960, 0.15601)
C (-1.18759, 1.34016, -0.87265)
H (-0.37045, -1.93526, 0.52657)
H (-1.22827, 2.21686, -1.55723)
H (1.96598, 1.66185, 0.90604)
H (-0.91065, -2.27987, -1.77397)
H (-1.92157, -1.20595, -1.12498)
H (1.35681, 1.26513, 2.38275)
H (1.90674, -1.02424, 1.10272)

Values from the calculation:
2S+1 = 1
SMILES = NNC(=NC=O)NN
Kohn-Sham gap = 10.324 eV

Löwdin atomic charge list, values in e, 8 entries: atom 1 (O): -0.018, atom 2 (N): 0.000, atom 3 (N): 0.022, atom 4 (N): -0.048, atom 5 (N): -0.048, atom 6 (N): 0.117, atom 7 (C): -0.362, atom 8 (C): -0.388


Model ii:
An isolated molecule of C2H7N5O, computed with ωB97M-V with the def2-TZVPD basis set.

Geometry (Å):
O (0.36605, 1.73846, 0.07982)
N (-1.57862, 0.36618, -0.23357)
N (-2.71905, -0.24073, 0.16176)
N (-0.40455, -1.66346, 0.03645)
N (0.68501, 0.43548, -0.12082)
N (2.64777, -0.90536, -0.11255)
C (2.02184, 0.15779, 0.17874)
C (-0.42528, -0.39984, -0.07785)
H (-1.38339, -2.01795, -0.04743)
H (-3.04956, 0.21987, 1.04238)
H (-1.33676, 1.25963, 0.13860)
H (2.42737, 1.14228, 0.62761)
H (3.53932, -0.82235, 0.23898)
H (0.32307, 1.96015, -0.82234)
H (-3.44172, -0.14179, -0.54063)

Values from the calculation:
2S+1 = 1
SMILES = [H]/N=C/N(O)/C(=N/[H])NN
Kohn-Sham gap = 9.446 eV

Löwdin atomic charge list, values in e, 8 entries: atom 1 (O): 0.005, atom 2 (N): -0.077, atom 3 (N): -0.003, atom 4 (N): 0.137, atom 5 (N): -0.118, atom 6 (N): 0.129, atom 7 (C): -0.225, atom 8 (C): -0.458


Which is most stable, and by how much? model i, by 0.0753 hartree.


Model i:
An isolated molecule of C3H6N2S3, computed with ωB97M-V with the def2-TZVPD basis set.

Geometry (Å):
S (-2.86858, 1.16860, -2.40896)
S (-2.48744, -0.37946, -0.98058)
S (0.44595, -0.72557, -1.45726)
N (0.15135, -0.08665, 1.89557)
N (-0.71503, -0.01763, 0.98451)
C (-0.91041, -0.09881, -0.30576)
C (0.61990, -0.96177, 2.64478)
C (1.88171, 0.44253, -1.22351)
H (0.18108, -1.95465, 2.66721)
H (-3.98004, 1.43917, -1.75839)
H (1.44789, 1.20589, -0.63664)
H (2.71771, 0.00130, -0.67282)
H (1.31535, -0.71910, 3.45475)
H (2.20055, 0.68615, -2.20290)

Values from the calculation:
2S+1 = 1
SMILES = C=N/N=C(\SC)SS
Kohn-Sham gap = 8.395 eV

Löwdin atomic charge list, values in e, 8 entries: atom 1 (S): 0.338, atom 2 (S): 0.457, atom 3 (S): 0.736, atom 4 (N): -0.056, atom 5 (N): -0.056, atom 6 (C): -0.976, atom 7 (C): -0.029, atom 8 (C): -0.367


Model ii:
A structure of composition C3H6N2S3, computed with ωB97M-V with the def2-TZVPD basis set.

Geometry (Å):
S (0.46316, -2.64811, 1.49530)
S (-0.71989, 0.49852, -1.39189)
S (-1.96387, -2.34094, 0.30555)
N (1.91327, 0.94829, -0.43595)
N (1.55318, -0.25754, -0.06446)
C (-0.49587, -1.55967, 0.38184)
C (0.34017, -0.41850, -0.25505)
C (-1.60694, 1.26506, -0.02362)
H (-2.32458, 0.47014, 0.16327)
H (2.86794, 0.96406, -0.59818)
H (-1.95784, 2.16489, -0.46751)
H (-1.06889, 1.66786, 0.93051)
H (1.18399, 1.44666, -1.14329)
H (1.81615, -2.20071, 1.10348)

Values from the calculation:
2S+1 = 1
Kohn-Sham gap = 7.513 eV

Löwdin atomic charge list, values in e, 8 entries: atom 1 (S): 0.608, atom 2 (S): 0.863, atom 3 (S): 0.581, atom 4 (N): -0.005, atom 5 (N): -0.058, atom 6 (C): -1.085, atom 7 (C): -0.703, atom 8 (C): -0.390


Which is most stable, and by how much? model i, by 0.0115 hartree.


Model i:
An isolated molecule of C3HNO2, computed with ωB97M-V with the def2-TZVPD basis set.

Geometry (Å):
O (-0.01486, 0.94578, 1.85532)
O (1.07799, -0.59923, -0.95171)
N (-1.85917, 0.18407, -1.98845)
C (0.44601, 0.09848, 1.14654)
C (0.13130, -0.16826, -0.34062)
C (-1.09090, 0.08406, -1.12943)
H (1.30962, -0.54490, 1.40835)

Values from the calculation:
2S+1 = 1
SMILES = N#CC(=O)C=O
Kohn-Sham gap = 9.483 eV

Quick look at the Löwdin charges, all values in e: atom 1 (O): 0.113, atom 2 (O): 0.143, atom 3 (N): 0.190, atom 4 (C): -0.174, atom 5 (C): -0.318, atom 6 (C): -0.090, atom 7 (H): 0.137


Model ii:
An isolated molecule of C3HNO2, computed with ωB97M-V with the def2-TZVPD basis set.

Geometry (Å):
O (1.05729, -1.21346, -0.08562)
O (-2.57166, 0.87077, -0.04041)
N (0.19774, -2.12451, 0.04221)
C (0.98334, 0.15370, 0.00773)
C (-0.14812, 0.86768, 0.00955)
C (-1.41322, 0.75552, 0.01915)
H (1.89464, 0.69029, 0.04739)

Values from the calculation:
2S+1 = 1
Kohn-Sham gap (spin up / spin down) = 8.008 / 7.997 eV

Quick look at the Löwdin charges, all values in e: atom 1 (O): -0.149, atom 2 (O): 0.180, atom 3 (N): 0.176, atom 4 (C): -0.102, atom 5 (C): 0.008, atom 6 (C): -0.220, atom 7 (H): 0.107


Model iii:
An isolated molecule of C3HNO2, computed with ωB97M-V with the def2-TZVPD basis set.

Geometry (Å):
O (0.00796, 0.00368, -0.52780)
O (1.68870, -1.52303, -0.32943)
N (-1.13009, 2.76212, 1.02376)
C (-0.73817, 1.70407, 0.74739)
C (0.56686, -1.30524, -0.62187)
C (-0.24081, 0.34403, 0.71157)
H (-0.18185, -1.99846, -1.01905)

Values from the calculation:
2S+1 = 1
Kohn-Sham gap = 8.953 eV

Quick look at the Löwdin charges, all values in e: atom 1 (O): -0.022, atom 2 (O): 0.162, atom 3 (N): 0.171, atom 4 (C): -0.204, atom 5 (C): -0.257, atom 6 (C): -0.004, atom 7 (H): 0.154


Which is most stable, and by how much? model i, by 0.0648 hartree.